[1]
41
Properties=species:S:1:pos:R:3:mulliken_charge:R:1 method="wB97M-V/def2-TZVPD" smiles=Cn1cc(CN2CCc3sccc3C2)c(-c2ccccc2F)n1 e_homo_ev=-8.41 relative_energy_kj_mol=0.0 gap_ha=0.3387
C -4.84 -1.56 0.36 -0.9237
N -3.53 -1.07 0.05 0.6193
C -2.48 -1.77 -0.42 -1.3073
C -1.44 -0.89 -0.59 0.7606
C -0.05 -1.21 -1.02 -0.8373
N 0.63 -2.07 -0.04 -0.0617
C 0.66 -1.51 1.30 -1.1856
C 1.44 -0.18 1.42 0.3279
C 2.66 -0.26 0.57 0.4017
S 3.90 0.96 0.55 -0.2000
C 4.77 0.09 -0.65 -0.3064
C 4.15 -1.06 -1.01 -1.1036
C 2.93 -1.26 -0.32 0.5387
C 1.97 -2.40 -0.48 -1.2414
C -1.97 0.35 -0.18 0.3579
C -1.30 1.65 -0.11 -0.2438
C -1.34 2.40 1.06 -0.1972
C -0.67 3.61 1.16 -0.7460
C 0.06 4.08 0.08 -0.3500
C 0.10 3.37 -1.10 -0.8466
C -0.59 2.17 -1.19 0.8891
F -0.58 1.52 -2.37 -0.3709
N -3.23 0.21 0.21 -0.9700
H -4.79 -2.35 1.12 0.3097
H -5.33 -1.96 -0.53 0.3085
H -5.42 -0.72 0.74 0.3209
H -2.53 -2.83 -0.60 0.5669
H -0.08 -1.76 -1.96 0.4691
H 0.51 -0.28 -1.20 0.5544
H -0.36 -1.36 1.64 0.4164
H 1.13 -2.26 1.94 0.4761
H 1.71 -0.01 2.46 0.5983
H 0.82 0.66 1.10 -0.3844
H 5.70 0.49 -1.01 0.4542
H 4.53 -1.74 -1.75 0.4072
H 1.94 -2.73 -1.52 0.4112
H 2.31 -3.26 0.12 0.4077
H -1.91 2.02 1.89 0.4087
H -0.70 4.17 2.08 0.3967
H 0.60 5.02 0.16 0.4075
H 0.64 3.73 -1.96 0.4673

[2]
139
Properties=species:S:1:pos:R:3:mulliken_charge:R:1 method="wB97M-V/def2-TZVPD" e_homo_ev=-2.57 gap_ha=0.1102 charge=-1
C -5.65 0.33 -3.55 -1.1330
C -4.33 0.16 -4.06 -0.4044
C -3.28 1.29 -3.85 0.2136
P -1.46 0.94 -3.41 1.5734
F 0.21 0.70 -2.89 -0.7356
C -1.22 -0.63 -4.47 -0.9692
C -0.19 -1.72 -3.86 -0.4410
C -0.66 -3.21 -4.29 -0.3991
O -0.41 -4.10 -3.16 -0.5669
C -0.73 2.03 -4.85 -1.7104
C -1.39 1.98 -6.26 -0.3069
C -1.53 3.43 -6.95 -1.4451
C -2.47 4.42 -6.13 1.2669
C -4.01 4.38 -6.54 -1.0467
B -1.45 2.48 -2.18 0.8155
O -1.99 3.79 -2.51 -0.5654
N -0.91 2.38 -0.76 -0.1184
C 0.51 2.84 -0.67 -1.0038
C -1.70 3.34 0.07 -1.1358
P -2.03 -0.25 -1.58 0.1013
N -2.74 -1.80 -1.97 -0.1064
O -3.34 0.55 -0.72 -0.5950
H -6.17 -0.56 -3.08 0.2597
H -6.20 1.30 -3.56 0.2788
H -4.23 -0.78 -4.67 0.4200
H -3.69 1.86 -2.94 0.1912
H -3.49 2.09 -4.65 -0.2374
H -0.68 -0.45 -5.46 0.1505
H -2.13 -1.22 -4.74 0.1627
H -0.10 -1.75 -2.75 0.2703
H 0.86 -1.59 -4.28 0.4530
H -0.05 -3.58 -5.15 0.3237
H -1.77 -3.28 -4.48 0.2050
H -0.90 -3.76 -2.38 0.3145
H -0.59 3.11 -4.54 0.4107
H 0.34 1.64 -4.96 0.4694
H -2.38 1.47 -6.41 0.1708
H -0.68 1.42 -6.97 0.3603
H -1.97 3.36 -8.01 0.4578
H -0.50 3.88 -7.09 0.3186
H -2.38 4.19 -5.03 -0.4360
H -2.08 5.49 -6.28 -0.0504
H -4.24 3.59 -7.31 0.2952
H -4.65 4.24 -5.62 0.1958
H -4.28 5.42 -6.93 0.1893
H -2.95 3.84 -2.36 0.2946
H 1.12 1.93 -0.33 0.2197
H 0.85 3.19 -1.68 0.1754
H 0.61 3.59 0.16 0.3967
H -2.82 3.30 -0.12 0.2564
H -1.56 3.06 1.16 0.2618
H -1.39 4.42 -0.05 0.3948
H -3.54 -2.05 -1.39 0.2936
H -3.01 -1.98 -2.94 0.0648
H -4.17 0.44 -1.22 0.2718
C 6.63 4.52 -1.19 -0.3617
C 6.55 5.38 -0.11 -0.4020
C 5.50 5.27 0.80 -0.4141
C 4.54 4.29 0.60 0.0938
C 4.60 3.43 -0.49 -0.1765
C 5.65 3.55 -1.39 -0.5904
N 3.44 4.16 1.56 1.0290
O 3.40 4.94 2.50 -0.6312
O 2.64 3.27 1.37 -0.5646
H 7.45 4.60 -1.90 0.3653
H 7.32 6.14 0.04 0.3574
H 5.46 5.95 1.64 0.4346
H 3.85 2.67 -0.65 0.4673
H 5.71 2.88 -2.24 0.3894
C 1.33 -6.52 2.33 -0.3417
C 1.06 -5.37 3.06 -0.4003
C 0.25 -4.38 2.53 -0.3389
C -0.28 -4.54 1.26 -0.1311
C -0.01 -5.68 0.51 -0.3779
C 0.80 -6.67 1.05 -0.5080
N -1.16 -3.51 0.70 0.9926
O -1.36 -2.52 1.37 -0.5826
O -1.63 -3.70 -0.40 -0.5927
H 1.96 -7.30 2.75 0.3944
H 1.48 -5.25 4.06 0.3727
H 0.04 -3.49 3.11 0.5794
H -0.42 -5.82 -0.49 0.4387
H 1.02 -7.57 0.48 0.4335
C 0.68 0.75 7.10 -0.5277
C 1.38 -0.12 6.27 -0.6696
C 0.94 -1.43 6.10 -0.0174
C -0.22 -1.85 6.76 0.0993
C -0.92 -0.98 7.59 -0.4348
C -0.47 0.32 7.76 -0.4414
N -0.70 -3.21 6.57 1.0108
O -0.05 -3.95 5.85 -0.5836
O -1.73 -3.54 7.13 -0.6129
H 1.03 1.77 7.22 0.4064
H 2.27 0.22 5.76 0.4724
H 1.49 -2.10 5.46 0.4322
H -1.82 -1.30 8.11 0.4520
H -1.01 1.00 8.40 0.3888
C 0.31 -12.49 1.14 -0.4100
C 1.25 -12.55 0.13 -0.4091
C 2.42 -11.80 0.20 -0.3978
C 2.62 -10.98 1.31 0.0726
C 1.68 -10.90 2.33 -0.1320
C 0.52 -11.66 2.24 -0.4932
N 3.86 -10.20 1.41 1.0205
O 4.65 -10.27 0.49 -0.6037
O 4.02 -9.52 2.41 -0.5979
H -0.60 -13.08 1.08 0.3657
H 1.08 -13.20 -0.73 0.3655
H 3.14 -11.85 -0.59 0.4400
H 1.83 -10.26 3.19 0.3971
H -0.22 -11.61 3.03 0.3790
C -4.14 10.56 -4.60 -0.3758
C -5.01 10.33 -5.66 -0.4415
C -4.66 9.44 -6.67 -0.3553
C -3.44 8.78 -6.60 0.1659
C -2.56 9.00 -5.54 -0.2689
C -2.91 9.90 -4.54 -0.5455
N -3.08 7.81 -7.64 1.0892
O -3.87 7.65 -8.56 -0.6061
O -2.02 7.23 -7.53 -0.6278
H -4.41 11.25 -3.81 0.3652
H -5.96 10.85 -5.70 0.3580
H -5.34 9.27 -7.49 0.4364
H -1.61 8.49 -5.49 0.4299
H -2.24 10.08 -3.72 0.3683
C 4.22 -2.45 11.74 -0.3937
C 3.07 -1.66 11.71 -0.4786
C 3.00 -0.58 10.84 -0.2279
C 4.07 -0.31 10.00 0.0538
C 5.22 -1.09 10.02 -0.3651
C 5.29 -2.16 10.90 -0.4242
N 3.98 0.81 9.06 1.0717
O 2.96 1.49 9.08 -0.5892
O 4.92 1.01 8.31 -0.6182
H 4.27 -3.29 12.42 0.3670
H 2.24 -1.88 12.37 0.3735
H 2.10 0.03 10.83 0.4380
H 6.05 -0.88 9.37 0.4398
H 6.18 -2.78 10.93 0.3655

[3]
8
Properties=species:S:1:pos:R:3:mulliken_charge:R:1 method="wB97M-V/def2-TZVPD" e_homo_ev=-12.90 relative_energy_kj_mol=177.9 gap_ha=0.2602 charge=+1
Ca 6.22 -19.36 6.05 1.0477
I 6.16 -17.06 5.82 -0.0957
C 6.47 -14.13 6.70 -0.7113
O 7.28 -14.97 7.49 -0.4222
H 6.54 -13.18 7.24 0.2287
H 6.89 -14.14 5.69 0.3417
H 5.42 -14.44 6.66 0.2876
H 7.20 -15.83 7.09 0.3234

[4]
27
Properties=species:S:1:pos:R:3:mulliken_charge:R:1 method="wB97M-V/def2-TZVPD" e_homo_ev=-4.94 relative_energy_kj_mol=993.6 gap_ha=0.1013
N 1.14 -0.80 2.58 -0.5863
C -0.27 -1.34 2.51 -0.6495
C -1.03 -1.10 1.07 0.1962
C -2.36 -0.20 1.45 -0.2836
N -2.79 0.54 0.35 -0.0614
C -1.81 0.27 -0.81 -0.7554
C -0.39 -0.09 -0.05 0.0053
C 0.54 -0.70 -1.25 -0.5908
C 0.92 0.77 -2.18 0.0131
C 2.62 0.97 -2.51 -0.5136
O 1.75 1.85 -1.41 -0.3521
H 1.06 0.18 3.00 0.2491
H 1.59 -1.35 3.38 0.2843
H -0.92 -0.87 3.36 0.2296
H -0.25 -2.51 2.71 0.2910
H -1.52 -2.10 0.68 0.3627
H -2.92 -0.17 2.50 0.3362
H -3.63 1.18 0.28 0.2948
H -1.65 1.37 -1.25 0.3988
H -2.18 -0.43 -1.68 0.2630
H 0.23 0.78 0.45 0.2453
H -0.02 -1.41 -2.00 0.2645
H 1.56 -1.13 -0.88 0.2924
H 0.11 1.12 -3.07 0.1089
H 3.39 0.77 -1.65 0.3266
H 2.68 1.84 -3.31 0.2774
Br 4.15 2.55 -2.27 -0.6466

[5]
45
Properties=species:S:1:pos:R:3:mulliken_charge:R:1 method="wB97M-V/def2-TZVPD" smiles="CCCc1nc(Nc2nc3ccccc3o2)nc(C)c1C(=O)OCC" e_homo_ev=-8.10 relative_energy_kj_mol=0.0 gap_ha=0.3180
C 3.06 2.86 1.71 -1.3030
C 3.92 2.26 0.60 0.0755
C 3.15 2.13 -0.72 -1.0898
C 2.01 1.17 -0.58 0.1118
N 0.80 1.69 -0.54 -0.6135
C -0.23 0.86 -0.36 0.4330
N -1.45 1.46 -0.31 -0.0604
C -2.67 0.88 -0.15 0.6419
N -3.78 1.55 -0.13 -0.8067
C -4.75 0.59 0.05 0.8132
C -6.13 0.69 0.15 -0.8321
C -6.84 -0.48 0.33 -0.3954
C -6.20 -1.72 0.40 -0.4570
C -4.82 -1.84 0.30 -1.0511
C -4.12 -0.66 0.12 0.5420
O -2.78 -0.46 -0.01 -0.2291
N -0.14 -0.45 -0.24 -0.4014
C 1.06 -1.00 -0.30 0.4664
C 1.11 -2.49 -0.20 -1.2439
C 2.21 -0.21 -0.46 1.4006
C 3.56 -0.81 -0.55 -0.3725
O 4.33 -0.62 -1.47 -0.5733
O 3.83 -1.59 0.50 -0.2999
C 5.11 -2.23 0.53 -0.2942
C 6.19 -1.30 1.06 -1.1089
H 2.70 3.84 1.41 0.3098
H 2.20 2.23 1.91 0.2875
H 3.64 2.97 2.62 0.4100
H 4.79 2.90 0.43 0.4103
H 4.29 1.28 0.91 -0.0300
H 2.75 3.10 -1.01 0.4291
H 3.83 1.76 -1.49 0.3720
H -1.46 2.47 -0.42 0.2723
H -6.62 1.65 0.10 0.4233
H -7.91 -0.45 0.41 0.3709
H -6.79 -2.61 0.54 0.3694
H -4.32 -2.79 0.35 0.4272
H 0.09 -2.88 -0.24 0.3694
H 1.57 -2.79 0.73 0.2256
H 1.69 -2.91 -1.02 0.3541
H 4.98 -3.10 1.17 0.3405
H 5.36 -2.56 -0.49 0.3351
H 7.13 -1.84 1.14 0.3995
H 5.91 -0.93 2.05 0.2908
H 6.32 -0.46 0.39 0.2809

[6]
10
Properties=species:S:1:pos:R:3:mulliken_charge:R:1 method="wB97M-V/def2-TZVPD" e_homo_ev=-4.59 relative_energy_kj_mol=185.0 gap_ha=0.2705 charge=-1
C 0.81 1.38 0.23 0.7033
C -0.95 -0.59 0.02 -0.4702
N 0.91 0.38 -0.86 -0.0077
O 0.42 2.24 -0.56 -0.5214
O 0.94 1.22 1.41 -0.5706
O -0.18 -0.16 -1.14 -0.0036
Cl 1.58 -2.30 0.30 -0.7864
H -0.43 -1.48 0.37 0.1727
H -1.99 -1.02 -0.35 0.1858
H -1.11 0.33 0.60 0.2983

[7]
14
Properties=species:S:1:pos:R:3:mulliken_charge:R:1 method="wB97M-V/def2-TZVPD" multiplicity=3 e_homo_ev="-5.24 / -8.86" relative_energy_kj_mol=0.0 gap_ha="0.2155 / 0.2777" s2=2.05
C -0.63 1.88 -0.09 -0.5728
C 0.66 2.36 -0.02 -0.4539
C -0.76 0.51 -0.01 0.5432
C 0.72 -0.16 0.13 0.2235
C 0.22 -2.54 -0.09 -0.9321
C 1.07 -1.53 0.14 0.0010
O -1.87 -0.25 0.01 -0.4651
S 1.84 1.14 0.15 -0.2243
H -1.46 2.55 -0.20 0.2952
H 0.98 3.38 -0.05 0.4468
H 0.57 -3.56 -0.10 0.2793
H -0.81 -2.37 -0.30 0.2747
H 2.11 -1.73 0.34 0.2635
H -2.64 0.32 0.09 0.3209

[8]
20
Properties=species:S:1:pos:R:3:mulliken_charge:R:1 method="wB97M-V/def2-TZVPD" multiplicity=2 e_homo_ev="-13.93 / -13.92" relative_energy_kj_mol=89.6 gap_ha="0.3726 / 0.1704" s2=0.76 charge=+1
C 0.01 2.06 0.88 -0.8604
C -1.49 2.29 0.87 -0.2821
C -2.30 1.07 0.44 -0.9488
H 0.34 1.93 -0.15 0.2471
H 0.52 2.94 1.28 0.3513
H 0.29 1.18 1.45 0.1449
H -1.87 2.58 1.87 0.2835
H -1.87 3.13 0.29 0.3118
H -3.33 1.30 0.15 0.3340
H -2.39 0.22 1.13 0.2936
H -1.77 0.69 -0.46 0.1550
N 1.64 -2.75 -0.05 -0.3206
C 1.47 -1.35 -0.37 -0.3331
N 0.64 -1.11 -1.60 -0.3136
H 2.06 -3.34 -0.78 0.3115
H 0.70 -3.13 0.08 0.3153
H 2.40 -0.84 -0.64 0.4033
H 1.12 -0.89 0.55 0.2513
H 0.03 -1.93 -1.78 0.3024
H 1.27 -1.19 -2.41 0.3536